Entry 1:
Here is a structure of composition C23H34Br39ClNO7P in a non-equilibrium geometry from OMol25. Energies are from the ωB97M-V functional and the def2-TZVPD basis.

## Properties
spin multiplicity	1
Kohn-Sham gap	8.1	eV
HOMO level	-8.8074	eV

XYZ file:
```
106
Properties=species:S:1:pos:R:3:forces:R:3
C 2.4409 -1.2731 -1.2563 0.738 0.279 -0.125
C 2.5489 0.3469 -0.8717 -2.948 0.322 4.681
O 1.9323 0.7508 0.2472 4.249 -1.770 -7.326
O 3.3331 1.1939 -1.7851 -3.286 -0.886 1.722
C 2.6037 2.4209 -2.1668 0.155 1.521 -0.920
C 1.9611 2.2604 -3.7030 2.242 0.707 0.273
O 1.3067 0.9638 -3.9271 -3.748 1.233 0.149
P -0.4027 1.0280 -3.4499 0.789 0.070 6.236
O -0.3918 1.2234 -1.8550 -0.111 -0.438 -5.964
O -1.0373 -0.5581 -3.7755 0.284 3.946 -0.364
C -2.5047 -0.5942 -3.8022 -2.444 -1.113 -0.980
C -3.1577 -1.5356 -2.5834 2.035 -1.445 -0.200
C -1.9712 -2.0040 -1.5255 -0.169 -0.259 0.255
Cl -4.5629 -0.7168 -1.6911 1.570 -1.230 -0.230
O -1.2758 2.3464 -4.1751 1.908 -2.185 1.336
C -1.3434 3.5282 -3.2954 0.097 2.063 0.564
C -2.6693 3.6031 -2.3354 -0.843 0.582 0.645
O -3.3206 2.3112 -2.0668 -0.036 1.275 -1.787
C -2.3215 4.2539 -0.8351 -0.104 -0.954 0.979
N -3.0278 3.3753 0.2049 0.657 1.154 -0.128
H 2.1147 -1.3979 -2.3804 0.578 0.387 2.304
H 3.4992 -1.7868 -1.1422 -2.010 1.232 -0.270
H 1.7143 -1.8549 -0.5199 1.456 1.749 -1.590
H 1.8197 2.7898 -1.3805 1.547 -1.195 -1.400
H 3.4386 3.2652 -2.2863 -1.830 -1.843 0.356
H 1.3294 3.1988 -4.0101 1.006 -1.873 0.692
H 2.9171 2.2728 -4.4178 -2.306 -0.283 1.390
H -3.0342 0.4463 -3.8667 1.469 -1.934 0.444
H -2.8034 -1.1715 -4.8038 0.813 1.331 2.074
H -3.5604 -2.5503 -3.0664 0.560 2.525 1.053
H -1.4077 -1.0862 -1.0636 -1.091 -1.693 -1.079
H -1.2027 -2.7223 -2.0796 -1.625 1.705 1.012
H -2.4284 -2.6361 -0.6385 0.695 1.358 -1.906
H -1.4062 4.4737 -4.0215 0.173 -2.931 1.706
H -0.3405 3.7025 -2.6716 -2.312 -0.804 -1.149
H -3.4802 4.3165 -2.8344 1.803 -1.428 0.818
H -4.2370 2.3190 -2.4727 1.954 0.552 1.131
H -1.1645 4.1892 -0.5884 -2.127 0.587 -0.992
H -2.7701 5.3332 -0.6965 1.192 -2.104 -0.540
H -3.2804 3.9265 1.0541 0.704 -0.811 -0.999
H -2.4733 2.5190 0.4243 -0.697 1.226 -0.190
C 2.7307 -4.7279 1.6633 -0.057 0.001 0.411
Br 2.4013 -3.1156 2.7009 0.133 -0.408 -0.466
Br 1.3619 -5.0102 0.3102 0.339 0.088 0.205
Br 4.5191 -4.7434 0.8981 -0.434 0.006 0.077
H 2.6728 -5.5725 2.3578 -0.004 0.320 -0.254
C 3.2878 6.4240 -0.6937 0.193 0.080 0.083
Br 4.4302 7.5880 -1.7542 -0.299 -0.356 0.205
Br 1.8181 5.7006 -1.7430 0.228 0.335 0.178
Br 4.3052 5.0213 0.1904 -0.322 0.323 -0.236
H 2.8444 7.0422 0.0938 0.257 -0.378 -0.525
C -6.8361 0.6107 -5.0540 0.018 0.275 -0.291
Br -5.5069 1.2551 -3.7882 -1.067 -0.332 -1.483
Br -6.7468 -1.3197 -5.2777 -0.005 0.511 0.162
Br -8.6288 1.2029 -4.5854 0.396 -0.165 -0.044
H -6.5957 1.0565 -6.0249 -0.129 -0.223 0.444
C 7.0362 -4.5083 3.8131 -0.026 -0.061 -0.235
Br 8.8319 -5.0928 4.2804 -0.465 0.177 -0.065
Br 5.7634 -4.8686 5.2394 0.346 0.112 -0.316
Br 7.0020 -2.6415 3.2669 0.007 -0.487 0.205
H 6.7224 -5.1006 2.9473 0.110 0.272 0.407
C -0.1638 6.7098 -6.5344 -0.018 0.018 -0.292
Br 1.6319 6.1252 -6.0671 -0.558 0.173 -0.079
Br -1.4366 6.3494 -5.1082 0.300 0.923 -0.754
Br -0.1980 8.5765 -7.0807 0.028 -0.494 0.206
H -0.4776 6.1175 -7.4003 0.134 0.253 0.421
C 0.4984 -6.6636 5.1754 0.101 0.015 -0.167
Br -0.3869 -5.9647 3.5903 0.238 -0.114 0.468
Br 2.1775 -5.7476 5.5299 -0.468 -0.235 -0.111
Br -0.6758 -6.6486 6.7262 0.227 -0.021 -0.361
H 0.7428 -7.7109 4.9695 -0.097 0.623 0.075
C 2.0034 -8.8004 0.2541 0.121 0.163 -0.199
Br 3.5127 -9.8545 -0.3746 -0.427 0.230 0.199
Br 0.4327 -9.0445 -0.8673 0.430 0.044 0.365
Br 1.6140 -9.1405 2.1294 0.043 0.086 -0.348
H 2.2931 -7.7475 0.1736 -0.159 -0.443 0.049
C 1.6993 -11.4459 5.2268 0.182 -0.126 -0.257
Br 0.7982 -13.1691 5.2844 0.219 0.506 0.040
Br 0.5344 -10.0001 5.8071 0.201 -0.619 0.042
Br 3.3722 -11.4703 6.2191 -0.495 0.034 -0.224
H 1.9518 -11.2521 4.1791 -0.113 -0.097 0.459
C 0.1362 -4.5297 10.0618 -0.071 -0.184 -0.137
Br 1.9319 -5.1143 10.5291 -0.483 0.200 -0.110
Br -1.1366 -4.8900 11.4881 0.350 0.134 -0.342
Br 0.1020 -2.6630 9.5156 0.059 -0.434 0.165
H -0.1776 -5.1220 9.1960 0.173 0.296 0.371
C -1.8519 0.9338 8.9878 0.118 -0.166 -0.018
Br -2.2732 1.0107 10.8855 0.087 0.008 -0.502
Br -3.4273 0.5555 7.9112 0.398 0.134 0.296
Br -0.9314 2.5381 8.3852 -0.272 -0.384 0.163
H -1.1602 0.0966 8.8476 -0.332 0.385 0.059
C -0.1016 7.1412 1.5069 -0.136 -0.314 -0.088
Br -0.9869 7.8401 -0.0781 0.233 -0.043 0.460
Br 1.5775 8.0572 1.8614 -0.553 0.025 0.204
Br -1.2758 7.1562 3.0578 0.345 0.054 -0.436
H 0.1428 6.0939 1.3011 -0.086 0.433 0.070
C 5.8173 3.3882 -4.3703 0.070 -0.248 0.088
Br 6.7108 3.9190 -2.7258 -0.285 -0.088 -0.507
Br 4.4140 4.6399 -4.8682 0.494 -0.157 0.171
Br 7.0812 3.1030 -5.8213 -0.338 0.128 0.367
H 5.3327 2.4259 -4.1746 0.190 0.395 -0.058
C -8.5638 4.8402 -2.9081 -0.068 -0.103 -0.172
Br -6.7681 4.2556 -2.4408 -0.547 0.381 0.064
Br -9.8366 4.4798 -1.4819 0.374 0.109 -0.350
Br -8.5980 6.7069 -3.4544 0.024 -0.441 0.176
H -8.8776 4.2479 -3.7740 0.165 0.247 0.392
```
Forces are in eV/Å.

These are the Mulliken partial charges, in e, on atoms 1 to 4: C -0.52; C 0.69; O -0.57; O -0.36

=====

Entry 2:
Here is a structure of composition C31H47BiClO2P2 in a non-equilibrium geometry from OMol25. Energies are from the ωB97M-V functional and the def2-TZVPD basis.

## Properties
spin multiplicity	1
net charge	+1
Kohn-Sham gap	4.3	eV
relative energy (zero: lowest compared OMol25 entry of this formula, charge and spin)	0.0	kcal per mole
HOMO level	-9.4226	eV

XYZ file:
```
84
Properties=species:S:1:pos:R:3:forces:R:3
Bi -1.4020 -1.7755 1.0858 -1.631 0.943 0.919
C -3.6373 0.3636 0.4738 0.172 0.636 -1.356
C -3.3654 1.1199 -0.6615 -0.590 -0.558 1.952
C -3.0663 -1.0672 -1.3049 -0.122 1.509 -0.514
C -3.4942 -1.0652 0.1147 1.454 0.182 0.364
C -3.0378 0.2514 -1.7466 0.241 -1.958 0.012
C -4.1323 0.8399 1.7829 -0.101 0.255 0.725
H -4.0808 1.9356 1.8825 -0.099 -0.372 -0.123
H -3.5494 0.4077 2.6088 -0.261 0.104 -0.132
H -5.1786 0.5378 1.9515 0.228 0.149 -0.048
C -4.4629 -2.0970 0.6229 -0.504 -0.141 0.198
H -4.5565 -2.0649 1.7168 0.002 0.001 -0.408
H -4.1774 -3.1208 0.3411 -0.139 0.208 -0.032
H -5.4549 -1.8802 0.1848 0.329 -0.186 0.101
C -2.9202 -2.2913 -2.1266 0.016 -0.460 -0.429
H -3.9025 -2.7246 -2.3779 0.292 0.035 0.077
H -2.3421 -3.0719 -1.6124 -0.116 -0.045 -0.095
H -2.4023 -2.0882 -3.0746 -0.161 -0.061 0.309
C -2.7569 0.7021 -3.1327 0.175 0.102 -0.380
H -3.6793 0.8861 -3.7039 0.162 -0.016 0.223
H -2.1858 -0.0513 -3.6833 -0.051 0.186 0.040
H -2.1849 1.6358 -3.1276 -0.041 -0.139 -0.098
C -3.4246 2.5998 -0.7554 -0.116 0.464 -0.090
H -4.3767 2.9592 -1.1721 0.203 -0.168 -0.006
H -2.6231 2.9700 -1.4046 -0.147 0.077 0.145
H -3.3263 3.0657 0.2302 -0.130 -0.039 -0.263
C 0.0455 0.3861 1.6057 0.435 0.222 0.354
C -0.7590 1.4806 1.7883 -0.308 -1.172 0.317
C -0.6085 2.8432 1.2709 0.104 0.483 -0.642
C 0.4623 3.1141 0.2015 -0.417 0.349 0.796
C 0.2823 2.4139 -1.0981 0.416 -0.321 -1.152
C 0.8686 1.2788 -1.5017 -0.701 0.101 0.210
C 1.3915 0.1795 -0.6348 1.244 0.063 0.366
C 1.3978 0.3845 0.8949 0.110 -0.603 0.009
H -0.4058 3.5112 2.1189 -0.157 -0.200 0.188
H 1.4545 2.9379 0.6293 -0.275 0.286 -0.276
H -1.5834 3.1716 0.8867 0.185 -0.091 0.222
H 2.0007 1.2704 1.1706 -0.427 -0.590 -0.061
H 0.0177 -0.3478 2.4485 -0.224 0.515 -0.070
H -1.6129 1.3283 2.4530 0.196 0.114 -0.027
H 1.9366 -0.4791 1.3195 -0.018 0.304 -0.172
H 0.8675 -0.7679 -0.8756 0.079 0.330 -0.042
H 0.9502 1.0786 -2.5714 -0.507 -0.137 0.181
H 2.4543 -0.0068 -0.9078 -0.566 -0.118 -0.063
H 0.3730 4.1885 -0.0156 0.281 -0.246 0.138
H -0.2611 2.9890 -1.8554 0.450 -0.037 0.079
P 5.0669 -0.0835 -1.5076 0.388 0.455 0.339
P 5.2775 -0.9545 -4.3537 0.941 -0.268 -0.796
C 6.7917 0.0752 -2.2344 -0.243 -0.062 0.099
C 6.9263 -0.8170 -3.4684 -0.339 -0.205 -0.032
H 7.5175 -0.2083 -1.4596 -0.078 0.255 -0.184
H 6.9581 1.1311 -2.4935 -0.069 -0.274 0.059
H 7.6789 -0.4257 -4.1684 -0.122 -0.215 0.164
H 7.2236 -1.8370 -3.1804 -0.053 0.238 -0.064
C 5.8810 -2.0998 -5.6604 -0.060 -0.006 -0.185
H 5.1033 -2.1882 -6.4262 0.178 -0.118 0.035
H 6.0605 -3.0860 -5.2186 -0.041 0.120 -0.157
H 6.8050 -1.7318 -6.1239 -0.139 -0.139 0.025
C 5.4371 0.6088 -5.3287 -0.320 -0.061 0.048
H 6.4506 0.7181 -5.7313 -0.171 0.040 0.049
H 5.1867 1.4726 -4.7019 0.043 -0.059 -0.203
H 4.7216 0.5479 -6.1584 0.138 0.206 0.148
C 5.5231 -1.0123 0.0116 -0.034 0.061 0.118
H 4.6692 -1.0187 0.7024 0.254 -0.091 -0.042
H 6.3986 -0.5524 0.4901 -0.242 -0.195 0.060
H 5.7588 -2.0465 -0.2726 -0.054 0.218 0.163
C 4.9360 1.6292 -0.8498 0.063 0.083 0.268
H 4.9129 2.3295 -1.6957 -0.028 -0.145 0.226
H 5.7945 1.8660 -0.2076 -0.222 0.121 -0.056
H 4.0022 1.7422 -0.2829 0.217 0.086 -0.050
Cl -7.2320 -1.6653 7.8345 -0.277 0.045 0.273
C -5.8459 -1.5618 6.8416 0.950 0.137 -0.933
C -4.5645 -1.7167 7.3869 0.009 -0.013 -0.388
C -3.4463 -1.7109 6.5412 -0.155 0.025 0.135
C -3.5821 -1.5727 5.1506 -0.391 0.067 -0.031
C -4.8673 -1.3380 4.6384 -0.133 -0.050 0.117
C -5.9977 -1.3204 5.4649 0.514 -0.188 0.267
C -2.3572 -1.6791 4.2513 1.021 -0.029 1.489
O -1.2308 -1.6991 4.7375 -0.961 0.120 -0.993
O -2.6234 -1.7582 2.9560 0.425 0.118 -1.149
H -4.4565 -1.8578 8.4649 0.032 0.051 -0.412
H -2.4541 -1.8071 6.9768 -0.174 -0.107 -0.171
H -4.9809 -1.1538 3.5714 -0.076 -0.138 0.305
H -6.9943 -1.1495 5.0647 0.247 -0.043 0.013
```
Forces are in eV/Å.

These are the Mulliken partial charges, in e, on atoms 1 to 4: Bi 1.26; C 0.14; C 0.95; C 0.23